1.
26
Properties=species:S:1:pos:R:3:lowdin_charge:R:1 method="wB97M-V/def2-TZVPD" relative_energy_ev=0.925 total_energy_ev=-8587.3498 lumo_energy_ev=1.02 smiles="C=C(C)C.CCCC" orbital_gap_ev=10.26 homo_energy_ev=-9.2
C -0.2307 -2.0404 2.0608 -0.094
C -0.7112 -0.6198 2.2947 -0.452
C 0.1028 0.3658 2.7351 0.021
C -2.1806 -0.3635 2.0265 -0.096
H -0.7113 -2.7392 2.7470 0.073
H 0.8677 -2.1637 2.1693 0.085
H -0.5186 -2.3969 1.0559 0.066
H -0.2715 1.4129 2.8046 0.067
H 1.1554 0.1837 2.9733 0.058
H -2.4862 0.7044 2.2536 0.084
H -2.8292 -1.0189 2.6658 0.083
H -2.4777 -0.5574 0.9370 0.093
C 1.0116 2.2374 -3.2691 -0.124
C 0.2723 1.1962 -2.4191 -0.287
C 1.2047 0.1046 -1.8747 -0.284
C 0.4880 -0.8976 -0.9611 -0.125
H 1.8160 2.6947 -2.6826 0.069
H 0.3181 3.0093 -3.5990 0.060
H 1.4680 1.7984 -4.1902 0.081
H -0.5289 0.7240 -2.9866 0.102
H -0.1953 1.6834 -1.5486 0.107
H 2.0024 0.6002 -1.2890 0.109
H 1.7190 -0.4174 -2.6879 0.104
H -0.0392 -0.3313 -0.1636 0.058
H 1.2010 -1.6079 -0.5057 0.076
H -0.2314 -1.4748 -1.5122 0.065


2.
53
Properties=species:S:1:pos:R:3:lowdin_charge:R:1 method="wB97M-V/def2-TZVPD" relative_energy_ev=0.259 total_energy_ev=-41126.2173 lumo_energy_ev=0.55 smiles="CC[C@@H](C)c1ccc(S(=O)(=O)N2CCN([C@H](C)CC(=O)O)CC2)cc1" orbital_gap_ev=8.85 homo_energy_ev=-8.3
C -2.6974 0.6912 2.3565 -0.091
C -2.0312 1.0837 3.6699 -0.225
H -1.4061 0.2603 4.0195 0.109
H -2.7987 1.2613 4.4262 0.113
C -1.1788 2.3537 3.5313 -0.353
C -0.0914 2.1567 2.5061 -0.207
C 0.9011 1.1978 2.6906 -0.012
C 1.8732 0.9931 1.7283 -0.058
C 1.8556 1.7503 0.5730 -0.274
C 0.9006 2.7285 0.3810 -0.061
C -0.0691 2.9280 1.3486 -0.009
H -0.8220 3.6883 1.1999 0.118
H 0.9354 3.3238 -0.5179 0.117
S 3.0473 1.4107 -0.7231 0.669
O 4.2046 0.8134 -0.1245 -0.281
O 3.1954 2.5920 -1.5209 -0.281
N 2.3728 0.2555 -1.7057 -0.232
C 2.2800 -1.0968 -1.2106 -0.158
H 3.0477 -1.2098 -0.4461 0.115
C 0.8829 -1.4090 -0.6494 -0.146
N -0.1906 -1.0913 -1.5792 -0.128
C -0.0749 0.2978 -1.9852 -0.152
C 1.2968 0.6435 -2.5863 -0.156
H 1.3978 1.7147 -2.7581 0.115
H 1.4353 0.1203 -3.5398 0.125
H -0.8655 0.5466 -2.6900 0.112
H -0.2291 0.8975 -1.0813 0.109
C -0.3920 -2.1132 -2.6061 -0.348
C -1.0804 -1.6147 -3.8717 -0.038
H -1.3212 -2.4713 -4.4969 0.079
H -0.4429 -0.9451 -4.4426 0.075
H -2.0096 -1.1061 -3.6273 0.090
C -1.2801 -3.2213 -1.9775 -0.052
C -1.1451 -4.4956 -2.7626 -0.541
O -1.7563 -4.7831 -3.7565 0.105
O -0.2042 -5.2972 -2.2443 0.107
H -0.1079 -6.1015 -2.7790 0.132
H -2.3168 -2.8887 -1.9914 0.133
H -0.9704 -3.4075 -0.9515 0.113
H 0.5695 -2.5693 -2.8940 0.143
H 0.8348 -2.4649 -0.3810 0.121
H 0.7120 -0.8159 0.2547 0.109
H 2.5130 -1.7775 -2.0381 0.126
H 2.6545 0.2610 1.8600 0.118
H 0.9142 0.6004 3.5894 0.117
C -0.5870 2.7643 4.8817 -0.056
H 0.0294 1.9703 5.2950 0.076
H -1.3838 2.9819 5.5892 0.079
H 0.0286 3.6537 4.7696 0.084
H -1.8319 3.1623 3.1854 0.137
H -1.9519 0.4682 1.5960 0.064
H -3.3274 1.4994 1.9914 0.077
H -3.3188 -0.1901 2.4957 0.071


3.
24
Properties=species:S:1:pos:R:3:lowdin_charge:R:1 method="wB97M-V/def2-TZVPD" relative_energy_ev=1.894 total_energy_ev=-15121.0744 lumo_energy_ev=0.65 smiles="C[C@@]1(C=O)C=Cc2ccccc2N1" orbital_gap_ev=8.32 homo_energy_ev=-7.7
C 1.3997 -0.8858 3.1625 -0.138
C 1.0823 0.4207 3.2770 -0.113
C 1.1701 -1.6375 2.0126 -0.044
C 0.3700 1.0778 2.2735 -0.024
C 0.5364 -0.9573 0.9601 -0.136
C 0.1651 0.4070 1.0740 -0.232
C 0.1095 -1.7234 -0.2746 -0.003
C -0.5512 -1.1249 -1.2513 -0.068
C -2.3624 0.5636 -1.3249 -0.200
C -0.8466 0.3243 -1.2022 -0.437
C -0.0987 0.9164 -2.4838 0.004
N -0.2974 1.0120 -0.0351 0.098
O -3.0568 1.1123 -0.5263 0.076
H 1.7133 -1.6803 3.8346 0.101
H 1.2537 1.0042 4.2597 0.134
H 1.3565 -2.6945 1.7197 0.121
H -0.0636 2.0740 2.4954 0.122
H 0.4041 -2.7567 -0.2751 0.103
H -0.9781 -1.8038 -1.9399 0.110
H -2.9486 0.1083 -2.2183 0.153
H 0.1576 1.9939 -2.1976 0.113
H -0.7397 0.9027 -3.3711 0.072
H 0.6559 0.2026 -2.6950 0.060
H -0.8847 1.7940 0.1834 0.129


4.
19
Properties=species:S:1:pos:R:3:lowdin_charge:R:1 method="wB97M-V/def2-TZVPD" relative_energy_ev=6.469 total_energy_ev=-8457.8846 lumo_energy_ev="0.76 / 0.76" orbital_gap_ev="7.22 / 7.22" homo_energy_ev="-6.5 / -6.5"
C -0.3982 -0.4683 -2.2497 -0.074
O -0.5702 0.2060 -1.0006 -0.291
C -0.7265 -0.5918 0.3192 -0.314
C 0.5902 -1.1500 0.8907 -0.130
C 0.4144 -0.1807 2.0966 -0.206
C -0.7643 0.4007 1.3491 -0.146
C 0.4234 1.6839 -0.5247 0.134
H -1.3290 -0.9796 -2.5180 0.089
H 0.4265 -1.1916 -2.2160 0.091
H -0.1900 0.2956 -3.0041 0.090
H -1.5357 -1.2783 0.0364 0.142
H 0.5730 -2.2156 1.1428 0.103
H 1.4752 -0.9548 0.2734 0.100
H 1.2673 0.4884 2.3080 0.088
H 0.1858 -0.7161 3.0305 0.093
H -1.6350 0.9149 1.7504 0.083
H 0.5433 2.1135 0.4583 0.028
H 1.3522 1.2860 -0.9283 0.062
H -0.1024 2.3379 -1.2141 0.059


5.
50
Properties=species:S:1:pos:R:3:lowdin_charge:R:1 method="wB97M-V/def2-TZVPD" charge=+2 spin_multiplicity=2 relative_energy_ev=0.000 total_energy_ev=-121755.4144 lumo_energy_ev="-7.53 / -9.39" orbital_gap_ev="6.49 / 4.62" homo_energy_ev="-14.0 / -14.0"
Au 0.4238 0.0255 0.1067 0.576
Cl -0.9970 -2.3566 -0.9537 0.767
C -2.3074 -1.4893 -1.6595 -0.630
C -3.1924 -2.2190 -2.4076 -0.071
C -4.2983 -1.5954 -2.9931 0.019
C -4.5254 -0.2371 -2.8301 -0.066
C -3.6458 0.5118 -2.0818 -0.659
Cl -3.9489 2.1838 -1.9098 0.783
C -2.4929 -0.0866 -1.4576 -0.618
S -1.5173 0.9916 -0.5762 0.748
H -3.0292 -3.2788 -2.5421 0.125
H -4.9871 -2.1861 -3.5823 0.138
H -5.3796 0.2439 -3.2848 0.129
C 1.5747 1.0761 3.1962 -0.199
Ge -0.1614 0.3723 2.6913 1.003
C -1.5770 1.5394 3.2595 -0.331
C -1.6494 1.5043 4.6564 -0.109
C -2.5751 2.2894 5.3276 -0.047
C -3.4251 3.1169 4.6085 -0.042
C -3.3524 3.1573 3.2232 -0.052
C -2.4315 2.3719 2.5459 -0.118
C -0.3500 -1.5261 2.7345 -0.294
C 0.7550 -2.2540 3.1315 -0.105
C 0.6956 -3.6542 3.2308 -0.043
C -0.4573 -4.3039 2.8804 0.020
C -1.6056 -3.5977 2.4451 -0.164
C -2.7944 -4.2799 2.0872 -0.007
C -3.9054 -3.5868 1.7019 -0.047
C -3.8780 -2.1768 1.6620 -0.051
C -2.7397 -1.4923 1.9870 -0.069
C -1.5686 -2.1824 2.3801 -0.219
H 1.5772 1.0890 4.2904 0.052
H 1.6742 2.1054 2.8560 0.045
H 2.4248 0.4842 2.8667 0.009
H -1.0042 0.8545 5.2432 0.109
H -2.6288 2.2532 6.4069 0.121
H -4.1467 3.7316 5.1291 0.121
H -4.0115 3.8088 2.6656 0.117
H -2.3948 2.4261 1.4664 0.046
H 1.6777 -1.7513 3.4027 0.098
H 1.5576 -4.2083 3.5754 0.120
H -0.5097 -5.3843 2.9399 0.132
H -2.8083 -5.3614 2.1371 0.127
H -4.8162 -4.1123 1.4491 0.118
H -4.7739 -1.6343 1.3872 0.118
H -2.7509 -0.4087 1.9696 0.077
N 2.4929 -0.5173 0.2242 -0.004
H 2.7473 -1.1592 0.9709 0.067
H 3.0752 0.3113 0.3247 0.078
H 2.7642 -0.9657 -0.6495 0.082


6.
20
Properties=species:S:1:pos:R:3:lowdin_charge:R:1 method="wB97M-V/def2-TZVPD" relative_energy_ev=0.625 total_energy_ev=-7354.4915 lumo_energy_ev=0.91 smiles=CCN.CNC orbital_gap_ev=9.32 homo_energy_ev=-8.4
C 1.8696 -0.8424 -0.7874 -0.338
C 1.8117 -0.8923 0.8168 -0.103
N 1.3852 0.3531 -1.4150 -0.049
H 1.9606 1.1441 -1.1421 0.055
H 0.3920 0.5426 -1.0851 0.041
H 2.9161 -0.9841 -1.0711 0.091
H 1.2947 -1.6875 -1.1736 0.092
H 0.9221 -1.3809 1.2105 0.044
H 1.9069 0.1166 1.2163 0.061
H 2.6583 -1.4735 1.1750 0.053
C -2.1439 -0.4468 -0.3986 -0.125
C -1.4733 1.5855 0.7533 -0.128
N -1.0482 0.3991 0.0357 -0.223
H -0.4385 -0.1488 0.6509 0.063
H -0.5921 2.1591 1.0371 0.076
H -2.7814 0.1181 -1.0794 0.080
H -2.7619 -0.8138 0.4335 0.077
H -1.7342 -1.3017 -0.9338 0.077
H -2.0508 1.3570 1.6607 0.077
H -2.0928 2.1969 0.0961 0.079


Sequential largest force on an atom output: 0.029, 0.021, 0.087, 0.005, 0.010, 0.032 hartree/bohr